{"formula": "C60H150N10", "method": "ωB97M-V/def2-TZVPD", "relative_energy_kj_mol": 285.4, "e_lumo_ha": 0.0262, "energy_ha": -2923.36236, "elements": ["N", "N", "N", "N", "N", "N", "N", "N", "N", "N", "C", "C", "C", "C", "C", "C", "C", "C", "C", "C", "C", "C", "C", "C", "C", "C", "C", "C", "C", "C", "C", "C", "C", "C", "C", "C", "C", "C", "C", "C", "C", "C", "C", "C", "C", "C", "C", "C", "C", "C", "C", "C", "C", "C", "C", "C", "C", "C", "C", "C", "C", "C", "C", "C", "C", "C", "C", "C", "C", "C", "H", "H", "H", "H", "H", "H", "H", "H", "H", "H", "H", "H", "H", "H", "H", "H", "H", "H", "H", "H", "H", "H", "H", "H", "H", "H", "H", "H", "H", "H", "H", "H", "H", "H", "H", "H", "H", "H", "H", "H", "H", "H", "H", "H", "H", "H", "H", "H", "H", "H", "H", "H", "H", "H", "H", "H", "H", "H", "H", "H", "H", "H", "H", "H", "H", "H", "H", "H", "H", "H", "H", "H", "H", "H", "H", "H", "H", "H", "H", "H", "H", "H", "H", "H", "H", "H", "H", "H", "H", "H", "H", "H", "H", "H", "H", "H", "H", "H", "H", "H", "H", "H", "H", "H", "H", "H", "H", "H", "H", "H", "H", "H", "H", "H", "H", "H", "H", "H", "H", "H", "H", "H", "H", "H", "H", "H", "H", "H", "H", "H", "H", "H", "H", "H", "H", "H", "H", "H", "H", "H", "H", "H", "H", "H", "H", "H", "H", "H", "H", "H"], "xyz": [[-0.844, -4.820, -2.973], [0.194, -0.620, 0.328], [4.744, -4.340, 2.355], [-4.742, 0.628, 1.719], [-2.907, -0.996, -5.049], [3.378, 3.907, 4.799], [4.569, -1.604, -2.372], [-4.827, 3.811, -3.438], [0.326, 4.714, -1.965], [0.322, -0.456, 6.502], [-7.254, 4.279, -3.623], [0.552, -3.781, -4.771], [-3.588, 4.532, -5.538], [0.996, -1.671, 6.133], [0.340, 4.344, 0.566], [0.198, -6.619, -1.579], [4.474, 4.164, 5.685], [-2.078, -1.230, 6.174], [-0.919, -0.249, 5.842], [-3.452, 4.047, -1.332], [3.707, -2.776, -2.153], [0.146, 5.724, -2.992], [2.465, 2.833, 5.203], [0.339, 0.238, -0.866], [1.611, 3.922, -2.050], [1.163, -1.873, 4.664], [3.829, 5.041, 2.593], [-3.758, 3.539, -4.391], [-4.256, 1.942, 2.140], [-6.914, 1.114, 0.393], [-0.901, -2.793, 1.094], [4.333, -4.069, -2.647], [-0.459, -3.584, -3.692], [4.210, 5.071, 6.858], [2.794, -0.281, -3.475], [-2.952, 1.884, 2.896], [-6.124, 3.333, -3.993], [-4.565, 3.332, -2.044], [-2.964, -1.262, -6.480], [0.086, 5.233, -4.460], [2.900, 4.694, -1.913], [-4.078, 0.158, 0.498], [0.243, -5.181, -2.049], [3.310, -4.318, 2.154], [1.229, 0.600, 8.504], [2.013, 0.477, 1.729], [-1.005, 0.859, -1.323], [0.117, -0.288, 7.953], [2.768, -4.793, 0.785], [-0.431, -1.918, -0.072], [5.583, -0.903, -0.049], [5.748, -1.491, -1.476], [5.058, -2.378, 3.852], [1.033, 3.052, 4.694], [-0.616, -0.168, -4.973], [-4.307, -1.361, 0.226], [5.349, -5.627, 2.025], [3.888, -0.309, -2.440], [-6.166, 0.559, 1.679], [5.232, -3.889, 3.658], [1.455, -0.806, 1.097], [-2.124, -4.507, -2.281], [5.107, -6.845, 2.954], [-4.362, -1.031, -3.004], [-2.064, 0.153, -4.751], [0.145, 5.295, -0.601], [3.755, 3.710, 3.374], [-3.276, -4.684, -3.237], [-3.329, -2.700, -6.859], [-4.233, -0.795, -4.523], [6.459, -5.463, 2.039], [0.171, -2.044, 4.146], [5.716, -7.668, 2.503], [2.768, -2.587, -2.658], [4.908, 3.245, 6.019], [-5.537, 3.520, -1.541], [-1.985, -1.034, -6.877], [0.058, -7.217, -2.446], [-0.033, 0.739, -4.868], [1.198, 1.635, 8.175], [6.465, -0.989, 0.592], [5.572, -6.678, 3.951], [0.794, 6.158, -0.455], [1.143, -5.062, -2.639], [0.568, -2.533, 6.600], [-2.411, 0.992, -5.367], [1.349, 3.999, 0.750], [-8.005, 1.214, 0.478], [-2.146, 0.528, -3.686], [-2.969, -0.880, 5.647], [-3.008, 0.354, 0.631], [3.540, -4.801, -2.651], [-0.344, -0.579, -5.919], [4.952, -2.056, 4.905], [6.279, -4.096, 3.762], [0.609, -2.789, -5.342], [2.163, -1.196, -3.453], [2.995, -3.326, 2.391], [-5.363, -1.586, 0.065], [3.171, 5.482, -2.669], [-3.096, -5.542, -3.835], [-4.069, -0.167, -2.387], [2.165, 0.177, 8.128], [-3.073, 1.368, 3.840], [-3.863, 2.523, -4.827], [-0.687, -6.916, -0.932], [-4.124, 2.656, 1.349], [2.839, 1.851, 4.908], [1.659, -1.027, 4.213], [2.716, 0.143, 2.463], [-6.644, 1.057, 2.598], [4.173, -1.967, 3.306], [-7.184, 5.302, -4.114], [-6.359, 1.985, 0.011], [2.120, 0.550, -3.356], [-0.293, 3.449, 0.421], [0.110, 4.790, 1.535], [-6.342, 2.349, -3.643], [-2.205, -5.068, -1.341], [4.656, -3.964, -3.736], [-1.768, -2.226, 5.855], [6.210, -2.453, -1.312], [-1.725, 0.092, -1.614], [-7.248, 4.386, -2.519], [3.027, 3.124, 2.885], [4.670, 0.472, -2.572], [0.275, -4.446, -1.271], [5.817, -1.769, 3.406], [-2.121, -3.438, -2.002], [4.179, 6.121, 6.644], [4.489, 5.684, 3.138], [-6.036, 3.257, -5.087], [-0.016, -3.320, 1.572], [-8.198, 3.826, -3.852], [-3.269, -2.866, -7.933], [5.011, -5.943, 1.039], [-3.735, 5.054, -1.316], [-2.624, -3.421, -6.344], [-4.715, 0.189, -4.853], [-2.767, 4.161, -6.154], [-0.838, 4.637, -4.583], [-0.246, -0.885, -4.192], [3.426, -2.997, -1.071], [1.263, 0.570, 9.624], [-2.361, -1.231, 7.250], [-0.828, -0.221, 4.775], [-1.640, -3.514, 0.703], [4.704, -4.418, 4.497], [0.967, 4.735, -4.735], [1.072, 1.027, -0.615], [4.670, 3.053, 3.275], [-5.388, -1.335, -2.740], [0.938, 6.564, -2.887], [-0.893, 5.632, -0.645], [-0.904, 0.026, 8.189], [0.923, 3.236, 3.641], [-3.974, -2.008, 1.023], [4.101, -7.208, 3.146], [0.575, 3.978, 5.084], [1.713, -2.750, 4.405], [-3.375, 3.600, -0.330], [4.992, 4.892, 7.596], [-4.165, -4.822, -2.611], [-1.300, 0.724, 6.167], [2.781, -4.944, 2.849], [2.924, 5.583, 2.625], [2.687, -5.862, 0.792], [-6.822, 0.378, -0.379], [-3.701, -0.581, -6.958], [2.296, -1.319, 0.535], [-2.822, 3.488, -3.835], [2.000, -1.589, 6.546], [5.508, 0.212, -0.190], [-1.389, -2.095, 1.768], [0.200, -1.274, 8.495], [3.473, -4.425, 0.056], [-6.385, -0.509, 1.814], [2.943, 5.217, -0.994], [-2.499, 3.944, -1.803], [1.781, -4.337, 0.667], [0.730, -0.348, -1.678], [3.254, -0.223, -4.483], [-0.042, 6.142, -5.172], [1.634, 3.445, -3.100], [2.495, 1.153, 1.003], [-4.838, -1.505, -5.075], [5.215, -4.338, -2.145], [3.400, 0.051, -1.492], [1.534, 3.093, -1.290], [-0.719, 1.499, -2.140], [1.076, -6.878, -0.985], [1.191, -1.529, 1.862], [6.509, -0.910, -2.014], [-3.351, -3.783, -3.855], [0.296, -4.626, -5.395], [-4.496, 2.202, -2.003], [0.231, -2.454, -0.753], [-2.265, 1.222, 2.367], [-0.793, 6.154, -2.756], [2.463, 2.815, 6.295], [-3.712, -1.831, -2.639], [5.272, 4.593, 5.135], [-0.112, -2.780, -2.951], [4.228, 4.924, 1.563], [1.572, -3.902, -4.362], [3.713, 4.027, -1.855], [1.208, 1.020, 2.324], [-1.411, 1.451, -0.528], [-4.377, 0.786, -0.363], [-4.358, -2.913, -6.482], [3.260, 4.850, 7.328], [-4.503, 4.566, -6.063], [-3.615, -1.481, -0.643], [0.356, 2.185, 4.922], [-3.363, 5.486, -5.132], [-1.243, -1.529, -0.629], [-1.375, -3.209, -4.133], [-2.405, 2.836, 2.959], [-5.004, 2.327, 2.827], [4.694, -1.244, 0.488]], "forces_ev_per_angstrom": [[0.003, 0.675, 0.390], [0.784, -0.443, 0.319], [0.881, -0.788, -0.448], [0.972, 0.985, -0.031], [-0.034, 0.046, 0.669], [-1.042, -0.184, -1.794], [0.263, 0.348, 1.091], [0.025, -0.134, -0.223], [1.470, -1.413, 0.767], [-0.577, 0.413, 0.472], [0.431, 0.915, 0.505], [1.212, 1.775, -0.367], [0.406, -1.301, 1.101], [1.251, 0.290, 0.517], [-0.530, -0.817, 0.053], [-1.361, 0.060, 1.505], [-0.014, 0.096, -0.173], [0.384, 0.276, 0.297], [-2.135, 0.339, 0.580], [-0.417, -1.666, 0.347], [0.516, 0.014, 1.367], [1.792, 0.729, -0.241], [-0.225, 0.702, 0.428], [-0.627, 0.058, 1.194], [-1.331, -0.465, -1.803], [-1.867, 0.015, -1.201], [1.635, -1.118, 0.243], [0.553, -0.886, 0.357], [-0.130, -0.218, 0.872], [1.101, -0.500, 0.635], [0.903, 0.035, -0.548], [-0.714, 1.208, -2.920], [-0.378, 0.115, 1.168], [-0.277, -0.499, 0.705], [0.374, -0.581, -1.452], [1.009, -0.800, -0.440], [0.787, 1.536, -0.114], [-1.791, -0.999, -1.343], [-0.197, 0.106, -0.385], [-1.870, 2.164, 0.252], [-0.026, 1.333, -0.542], [-0.342, -0.404, 0.935], [-0.580, -0.221, -0.831], [-0.233, -0.402, 0.116], [0.097, -0.397, 0.994], [-1.568, 0.188, 0.222], [1.446, -0.649, 0.448], [1.029, -0.954, 0.532], [0.731, 1.242, 1.208], [1.122, 1.107, 0.839], [-0.377, 2.010, -0.852], [0.217, -0.362, 0.284], [-1.472, 0.765, -0.100], [-0.908, -0.179, 0.685], [0.993, -0.101, 1.523], [1.002, 1.601, -0.714], [0.384, -0.281, 0.430], [-0.324, 0.491, 1.115], [-2.471, -0.042, 0.615], [-1.614, 0.739, 0.508], [-0.206, -0.081, -0.870], [1.118, 0.348, -0.076], [1.566, -0.216, 0.509], [-0.031, 0.193, -0.128], [-0.063, 0.289, 0.433], [-0.160, -0.141, -0.962], [0.958, 0.604, 0.468], [-0.384, 0.565, 1.097], [0.108, -0.577, 1.554], [-1.056, 0.138, -0.021], [-0.891, -0.218, -0.381], [0.913, 0.429, 0.455], [-0.662, 0.395, 0.344], [-0.051, -0.268, -0.085], [0.257, -1.073, 0.618], [0.618, 0.055, 0.079], [0.125, 0.083, -0.322], [0.410, -0.802, -0.775], [0.254, 0.262, 0.099], [-0.272, 0.079, -0.100], [-0.025, -0.563, -0.267], [-0.320, -0.009, -0.496], [0.108, 0.398, -0.060], [0.414, -0.017, 0.053], [-0.605, -0.915, 0.351], [0.231, 0.234, -0.173], [0.507, -0.087, -0.512], [0.436, 0.553, 0.460], [-0.364, -0.777, -1.115], [0.057, -0.330, -0.205], [-0.124, -0.265, -0.006], [0.113, -0.727, 0.328], [-0.087, -0.320, -0.793], [0.095, -0.368, -0.425], [0.534, -0.443, -0.168], [-0.114, -1.542, 0.354], [0.376, 0.726, -0.037], [-0.415, 0.845, -0.185], [0.238, -0.019, -0.577], [-0.707, -0.968, 0.260], [-0.073, -0.794, -0.629], [-0.313, -0.006, -0.405], [0.056, 0.118, 0.168], [-0.077, 0.361, 0.504], [-0.108, 0.247, 0.149], [0.786, 0.797, -0.535], [-0.265, 0.424, -0.876], [0.102, -0.286, -0.246], [0.045, 0.374, -0.218], [0.860, 0.075, 0.401], [1.027, -0.596, -1.181], [0.231, -0.625, 0.611], [0.048, -1.332, 0.644], [-0.733, 0.110, 0.264], [-0.132, 0.484, 0.108], [0.204, 0.295, 0.212], [-0.520, 0.297, -0.205], [-0.201, -1.043, 0.421], [-0.062, -0.218, -0.375], [-0.485, 0.023, 1.195], [-0.474, -0.153, 0.083], [-0.104, -0.654, -0.429], [0.056, 0.190, -0.165], [-0.029, 0.299, -0.578], [-1.239, -0.793, -0.265], [-0.420, -0.479, -0.465], [0.189, 0.352, 0.949], [1.016, -0.017, -0.187], [0.134, -0.132, 0.373], [0.115, 0.524, -0.492], [0.830, 0.513, 0.164], [0.056, 0.086, 0.289], [-1.304, 0.524, -0.364], [-0.686, -0.140, -0.355], [-0.136, 0.088, 0.005], [0.274, 0.277, -0.246], [-0.119, 1.699, 0.420], [-0.741, 0.721, -0.568], [0.789, -0.596, 0.546], [-0.159, 0.238, -0.228], [0.708, -0.092, -0.077], [-0.403, 0.614, -0.618], [0.309, 0.915, -0.940], [-0.040, 0.103, -0.874], [0.417, -0.143, -0.617], [0.307, 0.109, -0.687], [0.405, 0.100, 0.368], [0.300, 0.235, -0.464], [1.027, -0.912, -0.538], [-0.443, -0.259, -0.250], [-0.319, 0.909, 0.139], [0.284, 0.332, -0.051], [-0.976, -0.998, -0.227], [0.032, 0.250, 0.463], [0.318, 0.409, -0.204], [0.513, -0.288, -0.831], [0.286, 0.099, 0.449], [-0.261, 0.225, -0.379], [0.316, -0.428, 0.458], [0.672, -0.694, 0.210], [0.075, 0.477, -0.152], [0.008, 0.150, 0.146], [-0.220, 0.141, -0.536], [0.230, 0.237, -0.294], [-0.229, -0.536, 1.087], [-1.395, 0.175, -0.263], [-0.016, -0.546, -0.318], [0.283, -0.592, -0.696], [0.304, -0.010, 0.018], [-0.752, 0.465, -0.037], [0.164, 0.071, 0.074], [0.232, -0.120, 0.236], [-0.332, -0.823, 0.395], [-0.069, -0.274, 0.505], [-0.033, 0.562, -0.571], [-0.116, -0.242, -0.625], [-0.477, 0.159, -0.237], [-0.142, 0.645, 1.236], [0.716, -0.113, -0.408], [0.148, -0.153, -0.279], [0.499, -0.329, -0.673], [-0.416, -0.095, 0.363], [0.292, -1.375, 1.273], [-0.261, 0.367, 1.619], [-0.195, -0.247, 0.379], [-0.412, -0.396, 0.359], [0.881, -0.634, 1.074], [0.343, -0.733, -0.064], [0.215, 0.861, -0.858], [-0.416, 0.379, -0.594], [0.097, -0.092, -0.337], [0.070, 0.095, 0.418], [-0.211, 0.058, 0.121], [-0.321, -0.311, -0.057], [0.001, -0.023, -0.336], [0.378, 0.796, -0.207], [0.181, -0.173, -0.141], [0.201, -0.036, -0.262], [-0.996, 0.796, 0.128], [-0.191, -0.014, 0.041], [0.002, -0.134, -0.523], [0.734, 0.596, -0.880], [-0.330, -0.825, -0.722], [-0.392, 0.019, 0.567], [-0.366, -0.232, -0.235], [1.104, -1.022, -0.195], [0.835, -0.504, -0.941], [-0.328, 0.404, 0.407], [-0.034, -0.409, 0.017], [0.730, -0.126, -0.512], [-0.244, -0.240, 0.203], [-0.902, 0.254, -1.007], [-1.091, -0.770, 0.492], [0.707, 0.717, 0.008], [0.257, 1.037, 0.182], [-1.230, -0.446, -0.707], [-0.132, 0.299, -0.156], [-0.516, -0.136, 0.324], [-0.192, 0.307, -0.075], [0.131, -0.129, -0.085]], "mulliken_charge": [0.280, 0.729, 0.363, 0.206, 1.419, 0.394, 0.140, 0.324, 0.610, 1.030, -1.307, -1.438, -1.913, -1.404, -0.384, -1.674, -0.638, -1.545, -1.076, -0.465, 3.017, -0.819, -0.503, 2.416, 1.035, 0.244, -1.386, 1.193, -0.025, -0.699, -1.908, -1.788, 2.139, -1.322, -0.415, -0.869, -0.316, 0.409, -0.858, -1.015, -1.824, 2.051, 1.030, 0.579, -1.180, -1.574, -0.540, -0.631, -0.754, 1.404, -0.609, -0.890, -0.770, -0.183, -1.431, -0.907, -0.669, 0.255, -0.971, -0.623, 1.735, 0.461, -1.179, 1.117, 0.798, -1.218, 0.522, -1.531, -1.083, -1.280, 0.480, 0.040, 0.418, -1.351, 0.421, 0.053, 0.486, 0.476, 0.427, 0.191, 0.463, 0.286, 0.443, -0.182, 0.466, -0.023, 0.121, 0.455, -0.789, 0.442, -0.991, 0.386, 0.864, 0.292, 0.463, 0.135, -0.539, -0.780, 0.573, 0.258, 0.430, -0.851, 0.276, 0.263, -0.276, 0.285, -0.375, 0.000, -0.190, 0.754, 0.485, -0.148, 0.259, 0.067, -0.088, -0.232, 0.641, 0.134, 0.574, 0.375, 0.300, 0.336, -0.380, 0.268, -0.695, 0.597, -0.580, 0.395, -0.401, 0.329, 0.476, 0.536, 0.103, 0.457, 0.464, 0.281, 0.702, 0.079, -0.043, 0.375, 0.025, -0.283, -1.158, 0.409, 0.304, 0.159, 0.352, 0.371, 0.383, -0.773, 0.315, 0.587, 0.347, 0.515, 0.461, -0.419, 0.239, 0.276, 0.449, 0.302, -0.368, 0.379, 0.423, 0.814, 0.388, 0.318, 0.605, 0.138, 0.265, -1.541, -0.381, 0.386, 0.270, 0.492, 0.289, 0.484, 0.488, 0.351, -0.165, -0.492, -0.820, 0.540, 0.330, 0.264, 0.583, 0.546, 0.424, -0.347, -0.995, 0.906, 0.368, -0.027, 0.396, 0.047, 0.523, -0.431, -0.600, -0.123, 0.585, 0.546, -0.788, 0.561, -1.015, 0.301, 0.253, 0.507, -0.153, -0.607, -0.815, 0.285, 0.292, 0.464, -0.299, -0.217, 0.422, -0.504, -0.755, 0.442, 0.691, -0.042]}